Entry w
{"formula": "C4H6OS2", "method": "wB97M-V/def2-TZVPD", "spin_multiplicity": 1, "homo_energy_ev": -8.76, "gap_ev": 9.4090, "elements": ["C", "C", "C", "C", "H", "H", "H", "H", "H", "H", "O", "S", "S"], "xyz": [[0.086, -2.002, 0.925], [0.488, 0.260, -0.671], [-1.005, 0.522, -0.952], [0.611, 1.259, 0.496], [0.334, -3.045, 1.176], [1.061, 0.590, -1.516], [-1.306, 0.549, -2.006], [-1.662, -0.162, -0.404], [0.416, 0.832, 1.481], [1.531, 1.847, 0.521], [-0.740, -1.359, 1.514], [1.059, -1.441, -0.444], [-0.873, 2.149, -0.119]], "lowdin_charge": [-0.5897, -0.7126, -0.4596, -0.4522, 0.0769, 0.0831, 0.0779, 0.0656, 0.0648, 0.0760, -0.0225, 0.9597, 0.8327]}

Entry x
{"formula": "C4H6OS2", "method": "wB97M-V/def2-TZVPD", "spin_multiplicity": 1, "homo_energy_ev": [-7.16, -8.17], "gap_ev": [7.4309, 7.9812], "elements": ["C", "C", "C", "C", "O", "S", "S", "H", "H", "H", "H", "H", "H"], "xyz": [[0.482, 1.491, 0.263], [-2.217, -0.551, -0.883], [-1.338, -0.675, 0.255], [2.509, -0.238, 0.373], [-2.212, 0.366, 0.205], [-0.767, 2.427, 0.038], [2.131, 1.553, 0.288], [-1.824, -0.163, -1.816], [-3.125, -1.141, -0.967], [-1.374, -1.363, 1.082], [1.621, -0.747, 0.735], [3.347, -0.371, 1.049], [2.768, -0.588, -0.622]], "lowdin_charge": [-1.0754, -0.1557, -0.1319, -0.3634, -0.2206, 0.7543, 0.8193, 0.0997, 0.1045, 0.0905, 0.0192, 0.0266, 0.0330]}

It is entry w that is the most stable of them.

Entry w
{"formula": "C4H10NOS2", "method": "wB97M-V/def2-TZVPD", "spin_multiplicity": 1, "charge": 1, "homo_energy_ev": -12.71, "gap_ev": 8.4976, "elements": ["C", "C", "C", "C", "N", "O", "S", "S", "H", "H", "H", "H", "H", "H", "H", "H", "H", "H"], "xyz": [[1.246, -0.835, -0.891], [2.161, -1.380, 0.178], [0.934, 0.587, 0.998], [-2.305, 2.297, -2.171], [0.841, 0.442, -0.306], [-1.299, 1.697, -1.850], [1.843, -0.615, 1.791], [-1.500, -1.415, 3.095], [1.918, -0.628, -1.756], [0.412, -1.409, -1.185], [2.056, -2.483, 0.260], [3.216, -1.280, -0.141], [0.701, 1.364, 1.698], [-2.523, 3.359, -2.107], [-3.188, 1.926, -2.551], [0.415, 1.113, -0.922], [-2.589, -1.151, 3.917], [-2.338, -1.589, 1.943]], "lowdin_charge": [-0.1571, -0.3994, -0.3319, -0.0613, 0.0239, -0.0143, 1.0319, 0.3911, 0.1526, 0.1226, 0.1039, 0.1028, 0.1045, 0.0914, 0.0603, 0.1135, -0.1805, -0.1540]}

Entry x
{"formula": "C4H10NOS2", "method": "wB97M-V/def2-TZVPD", "spin_multiplicity": 1, "charge": 1, "homo_energy_ev": -13.61, "gap_ev": 4.6513, "elements": ["N", "C", "C", "O", "C", "S", "S", "C", "H", "H", "H", "H", "H", "H", "H", "H", "H", "H"], "xyz": [[-2.355, -1.182, -0.268], [-2.085, 0.107, 0.370], [-3.217, 1.084, 0.075], [-4.092, 0.879, -0.699], [-0.777, 0.658, -0.249], [0.505, -0.504, 0.185], [3.601, 0.972, -0.391], [3.752, -0.816, -0.101], [-3.117, -1.706, 0.146], [-1.488, -1.719, -0.278], [4.546, 1.331, 0.488], [-1.981, 0.038, 1.459], [-3.112, 2.055, 0.629], [-0.534, 1.647, 0.150], [-0.862, 0.696, -1.336], [3.104, -1.309, -0.836], [3.327, -1.095, 0.861], [4.784, -1.136, -0.206]], "lowdin_charge": [0.1113, -0.4177, -0.2201, 0.1473, -0.4967, 0.9454, 0.7884, -0.4899, 0.1171, 0.0348, -0.1009, 0.1428, 0.1499, 0.1060, 0.0990, 0.0174, 0.0189, 0.0471]}

It is entry w that is the most stable of them.

Entry w
{"formula": "C5H6ClNO", "method": "wB97M-V/def2-TZVPD", "smiles": "O=N[C@@H]1CCC=C1Cl", "spin_multiplicity": 1, "homo_energy_ev": -9.15, "gap_ev": 8.9146, "elements": ["C", "C", "C", "C", "C", "N", "O", "Cl", "H", "H", "H", "H", "H", "H"], "xyz": [[-1.424, 0.124, 0.489], [-1.123, -0.185, -0.755], [-0.147, 0.362, 1.315], [0.880, 0.647, 0.256], [0.408, -0.160, -0.978], [1.343, -1.249, -1.113], [1.152, -2.273, -0.452], [-2.078, -0.736, -2.011], [-2.452, 0.263, 0.727], [-0.299, 1.160, 2.016], [0.408, -0.524, 1.917], [0.796, 1.706, 0.097], [1.973, 0.484, 0.343], [0.565, 0.381, -1.851]], "lowdin_charge": [-0.0710, -0.7085, -0.1680, -0.1708, -0.3438, 0.0071, 0.0157, 0.7406, 0.1008, 0.0918, 0.1621, 0.1105, 0.1272, 0.1064]}

Entry x
{"formula": "C5H6ClNO", "method": "wB97M-V/def2-TZVPD", "smiles": "[O-][N+]#CCC/C=C/Cl", "spin_multiplicity": 1, "homo_energy_ev": -9.49, "gap_ev": 10.1229, "elements": ["C", "C", "C", "C", "C", "N", "O", "Cl", "H", "H", "H", "H", "H", "H"], "xyz": [[-0.138, -1.124, 0.178], [0.440, -2.291, 0.311], [0.194, -0.246, -0.980], [0.536, 1.122, -0.395], [-0.593, 1.809, 0.217], [-1.371, 2.224, 0.967], [-2.115, 2.921, 1.597], [0.281, -3.230, 1.697], [-0.717, -0.566, 0.837], [0.994, -0.513, -1.531], [-0.814, -0.145, -1.570], [1.329, 0.882, 0.416], [0.827, 1.795, -1.292], [1.147, -2.638, -0.452]], "lowdin_charge": [-0.2140, -0.6207, -0.2184, -0.1790, -0.0093, -0.1243, 0.0061, 0.6484, 0.0861, 0.0688, 0.1625, 0.1596, 0.1484, 0.0859]}

It is entry w that is the most stable of them.